Entry 1:
{"formula": "CH3NOS2", "method": "ωB97M-V/def2-TZVPD", "orbital_gap_ha": 0.2930, "homo_ev": -9.39, "lumo_energy_ha": -0.0521, "e_above_lowest_kcal_mol": 86.7, "total_energy_ev": -26289.209, "species": ["C", "N", "O", "S", "S", "H", "H", "H"], "coordinates": [[-0.646, 0.589, -0.108], [0.215, -0.385, -0.845], [1.919, -0.632, 1.407], [-1.418, -0.720, 0.955], [0.605, -1.496, 0.314], [-0.167, 1.412, 0.512], [-1.296, 1.034, -0.830], [0.788, 0.198, -1.403]], "nbo_charge": [-0.332, -0.817, -0.816, 0.077, 1.043, 0.228, 0.208, 0.409]}

Entry 2:
{"formula": "C4H9NOS", "method": "ωB97M-V/def2-TZVPD", "orbital_gap_ha": 0.3700, "homo_ev": -9.35, "lumo_energy_ha": 0.0265, "e_above_lowest_kcal_mol": 9.7, "total_energy_ev": -18667.106, "smiles": "CC(=O)NCCS", "species": ["C", "C", "O", "N", "C", "C", "S", "H", "H", "H", "H", "H", "H", "H", "H", "H"], "coordinates": [[3.109, 1.048, 0.383], [2.023, 0.010, 0.207], [2.209, -1.092, -0.273], [0.801, 0.391, 0.670], [-0.392, -0.373, 0.311], [-1.555, 0.574, 0.079], [-3.003, -0.342, -0.590], [3.038, 1.390, 1.427], [4.100, 0.654, 0.189], [2.910, 1.911, -0.256], [0.645, 1.363, 0.886], [-0.167, -0.975, -0.560], [-0.695, -1.000, 1.149], [-1.310, 1.310, -0.689], [-1.847, 1.010, 1.027], [-2.289, -1.193, -1.318]], "nbo_charge": [-0.708, 0.677, -0.616, -0.624, -0.231, -0.511, -0.040, 0.223, 0.243, 0.226, 0.386, 0.223, 0.199, 0.213, 0.221, 0.119]}

Entry 3:
{"formula": "C2H9Br2NO4P2S", "method": "ωB97M-V/def2-TZVPD", "orbital_gap_ha": 0.3634, "homo_ev": -9.50, "lumo_energy_ha": 0.0142, "total_energy_ev": -181400.139, "smiles": "NO[P@](=O)(O)O[PH2]=S.BrCCBr", "species": ["N", "O", "P", "O", "O", "O", "P", "S", "H", "H", "H", "H", "H", "Br", "C", "C", "Br", "H", "H", "H", "H"], "coordinates": [[0.180, 1.344, -0.220], [-1.061, 1.774, 0.366], [-2.272, 1.939, -0.633], [-1.959, 2.525, -1.929], [-3.279, 2.668, 0.343], [-2.973, 0.487, -0.843], [-2.508, -0.966, -0.304], [-2.286, -1.246, 1.571], [0.246, 0.349, -0.037], [0.158, 1.546, -1.215], [-4.203, 2.521, 0.102], [-1.378, -1.210, -1.093], [-3.503, -1.732, -0.909], [1.242, -1.971, -0.397], [2.865, -1.978, 0.677], [3.434, -0.591, 0.828], [4.291, 0.022, -0.803], [3.552, -2.657, 0.184], [2.575, -2.380, 1.644], [4.206, -0.587, 1.595], [2.673, 0.143, 1.072]], "nbo_charge": [-0.515, -0.674, 2.539, -1.073, -0.966, -1.096, 1.163, -0.521, 0.354, 0.366, 0.518, -0.068, -0.045, -0.026, -0.435, -0.458, -0.005, 0.234, 0.234, 0.233, 0.239]}

Entry 4:
{"formula": "C20H42ClO21", "method": "ωB97M-V/def2-TZVPD", "orbital_gap_ha": 0.3435, "homo_ev": -7.31, "total_charge": -1, "lumo_energy_ha": 0.0748, "total_energy_ev": -76935.170, "species": ["Cl", "O", "O", "O", "O", "O", "H", "H", "C", "C", "C", "O", "C", "O", "O", "H", "H", "H", "H", "H", "H", "C", "C", "C", "O", "C", "O", "O", "H", "H", "H", "H", "H", "H", "C", "C", "C", "O", "C", "O", "O", "H", "H", "H", "H", "H", "H", "C", "C", "C", "O", "C", "O", "O", "H", "H", "H", "H", "H", "H", "C", "O", "H", "H", "H", "H", "C", "O", "H", "H", "H", "H", "C", "O", "H", "H", "H", "H", "C", "O", "H", "H", "H", "H"], "coordinates": [[-0.693, -0.185, -0.935], [-1.160, -1.524, -1.001], [0.470, -0.156, -1.788], [-1.672, 0.812, -1.307], [-0.338, 0.171, 0.413], [-2.316, -4.362, -0.676], [-1.955, -3.572, -1.078], [-2.667, -4.065, 0.164], [1.607, -4.775, -2.044], [2.084, -3.588, -1.176], [1.745, -3.702, 0.223], [2.981, -3.562, 0.910], [3.996, -3.395, 0.061], [5.135, -3.060, 0.424], [3.476, -3.531, -1.187], [2.089, -5.682, -1.678], [1.824, -4.652, -3.105], [0.521, -4.866, -2.023], [1.653, -2.670, -1.575], [1.225, -4.653, 0.337], [1.092, -2.924, 0.619], [0.389, 3.615, -0.937], [1.673, 3.986, -1.607], [2.335, 2.905, -2.414], [2.695, 3.466, -3.603], [2.066, 4.617, -3.776], [2.188, 5.362, -4.752], [1.336, 4.857, -2.667], [-0.326, 3.106, -1.583], [-0.104, 4.552, -0.675], [0.509, 3.056, -0.009], [2.379, 4.469, -0.931], [1.744, 1.990, -2.457], [3.216, 2.610, -1.844], [4.121, -0.982, 2.926], [4.135, -0.088, 1.708], [3.041, -0.172, 0.655], [2.798, 1.169, 0.477], [3.300, 1.920, 1.470], [3.165, 3.186, 1.616], [3.958, 1.184, 2.268], [4.997, -0.767, 3.537], [4.230, -2.048, 2.726], [3.189, -0.872, 3.480], [5.063, -0.144, 1.138], [2.143, -0.601, 1.100], [3.431, -0.670, -0.233], [-1.036, -1.128, 5.230], [-1.097, -1.314, 3.684], [-0.198, -2.446, 3.170], [-1.005, -3.131, 2.197], [-2.246, -2.743, 2.303], [-3.189, -3.280, 1.803], [-2.365, -1.765, 3.216], [-1.079, -2.053, 5.806], [-1.755, -0.339, 5.450], [-0.049, -0.700, 5.399], [-0.878, -0.359, 3.204], [0.133, -3.210, 3.873], [0.646, -1.992, 2.649], [-0.511, 2.501, -5.055], [-1.258, 1.318, -4.755], [-0.710, 2.801, -6.083], [-0.784, 3.276, -4.339], [0.558, 2.288, -5.057], [-1.229, 1.172, -3.807], [-4.724, -0.875, 0.421], [-5.938, -0.639, -0.209], [-4.362, -1.835, 0.053], [-4.086, -0.093, 0.009], [-4.748, -0.922, 1.510], [-5.996, -1.181, -0.999], [-3.743, 3.413, -1.541], [-4.577, 2.297, -1.513], [-4.197, 4.362, -1.827], [-3.391, 3.520, -0.514], [-2.844, 3.264, -2.138], [-3.995, 1.568, -1.284], [-2.997, 2.113, 1.882], [-1.788, 2.649, 1.316], [-3.549, 1.649, 1.065], [-2.841, 1.220, 2.488], [-3.621, 2.877, 2.347], [-1.315, 1.952, 0.856]], "lowdin_charge": [0.653, -0.329, -0.341, -0.342, -0.360, -0.063, -0.010, -0.024, 0.006, -0.351, -0.106, 0.066, -0.508, 0.101, 0.096, 0.091, 0.084, 0.086, 0.147, 0.144, 0.116, -0.007, -0.312, -0.142, 0.092, -0.540, 0.102, 0.077, 0.074, 0.097, 0.080, 0.154, 0.123, 0.130, -0.007, -0.304, -0.102, 0.067, -0.526, 0.065, 0.123, 0.091, 0.071, 0.087, 0.160, 0.121, 0.148, -0.005, -0.291, -0.059, 0.082, -0.583, 0.139, 0.088, 0.085, 0.085, 0.081, 0.142, 0.141, 0.112, -0.140, -0.122, 0.079, 0.077, 0.072, 0.036, -0.166, -0.109, 0.076, 0.048, 0.086, 0.081, -0.174, -0.108, 0.081, 0.061, 0.065, 0.030, -0.128, -0.140, 0.043, 0.063, 0.087, 0.006]}